Entry 1:
ORCA calculation (ωB97M-V with the def2-TZVPD basis set) on a 8-piece molecular cluster, C24H34Br12N2O4 overall.

Geometry as XYZ:
```
76
Properties=species:S:1:pos:R:3:forces:R:3:mulliken_charge:R:1
O -6.53403 1.88023 -4.46163 -0.04 -0.06 -0.11 -0.588
N -5.59062 1.25145 -4.02606 0.23 -0.04 -0.41 0.938
O -4.75657 0.67774 -4.70495 -0.07 0.15 -0.04 -0.561
C -5.44078 1.16783 -2.58400 -0.06 -0.15 0.39 0.281
C -4.18114 1.00788 -2.04073 0.22 0.05 -0.38 -0.231
C -4.07393 0.84928 -0.67682 -0.54 -0.11 0.29 0.500
C -5.23051 0.90707 0.10977 0.85 0.16 0.10 -0.355
C -6.47734 1.12660 -0.45912 0.31 0.32 1.11 -0.608
C -6.58831 1.22463 -1.81543 -0.22 -0.09 -1.09 -0.559
H -3.30483 1.04145 -2.67681 -0.08 -0.18 -0.04 0.319
H -3.09987 0.67466 -0.23894 -0.11 0.09 0.11 -0.110
H -5.10449 0.84103 1.18572 -0.26 -0.04 -0.04 0.067
H -7.31615 1.33846 0.19059 -0.17 -0.41 -0.09 0.382
H -7.53548 1.29494 -2.33297 -0.04 0.26 0.17 0.425
O -2.52787 -2.50616 -2.25130 -0.13 -0.22 -0.03 -0.490
N -2.25051 -2.69549 -1.08408 -0.23 0.79 0.49 0.948
O -2.86162 -2.22556 -0.13602 -0.04 -0.13 -0.27 -0.565
C -1.04287 -3.43481 -0.76585 0.72 0.31 -0.73 -0.436
C -0.59149 -4.39782 -1.64013 -0.29 -0.58 -0.45 -0.454
C 0.61334 -5.02865 -1.39309 -0.01 0.00 0.32 -0.669
C 1.36976 -4.65583 -0.28272 0.25 -0.51 0.04 -0.389
C 0.95888 -3.61173 0.51403 -0.24 0.64 -0.04 -0.550
C -0.22756 -2.95963 0.22829 -0.19 0.21 1.02 0.651
H -1.19626 -4.66923 -2.49663 0.02 0.04 0.05 0.483
H 0.93627 -5.82458 -2.04837 0.08 0.00 0.01 0.425
H 2.27206 -5.19279 -0.01444 0.06 0.07 -0.24 0.421
H 1.54550 -3.18947 1.31933 0.27 -0.36 0.02 0.443
H -0.49739 -2.09087 0.81980 -0.27 -0.16 -0.08 0.134
Br 0.46278 7.02532 3.69881 -0.04 0.23 0.14 -0.153
C 0.69955 5.49119 2.55516 -0.47 -0.53 0.03 -0.391
C 2.09821 4.97152 2.70038 0.48 0.21 0.02 -0.540
Br 2.50188 3.67949 1.31323 0.19 0.02 -0.07 -0.107
H 0.43316 5.76880 1.54206 0.20 0.18 -0.06 0.391
H -0.02109 4.74840 2.89115 0.00 0.02 -0.03 0.097
H 2.26163 4.46755 3.64635 -0.11 -0.01 0.07 0.364
H 2.83736 5.76075 2.60285 -0.03 0.03 -0.08 0.401
Br -0.50541 -0.61693 3.25424 0.00 -0.06 0.21 -0.091
C -2.03210 0.09793 4.25809 0.15 -0.01 -0.14 -0.550
C -2.79192 1.08592 3.40619 -0.17 -0.34 0.19 0.046
Br -4.53239 1.44346 4.21262 0.00 -0.07 0.04 -0.171
H -1.59378 0.52109 5.15349 -0.17 0.06 0.10 0.367
H -2.64975 -0.76235 4.48464 0.01 -0.04 0.11 0.401
H -2.97589 0.62981 2.43901 -0.08 0.29 -0.13 -0.084
H -2.33376 2.06139 3.33210 0.26 -0.03 -0.19 0.157
Br -1.23282 -3.38404 -5.34230 0.17 0.00 -0.29 -0.157
C -1.47497 -1.45091 -5.23981 -0.60 -0.15 -0.07 -0.420
C -0.26146 -0.85643 -4.61232 0.54 -0.08 0.49 -0.126
Br -0.46967 1.05030 -4.25593 -0.17 -0.03 -0.23 -0.185
H -2.36944 -1.35857 -4.63843 -0.02 0.28 0.19 0.132
H -1.68144 -1.06606 -6.23306 0.11 -0.12 -0.09 0.464
H 0.62831 -0.95124 -5.22589 -0.05 0.02 -0.13 0.412
H -0.05317 -1.31390 -3.64845 -0.05 0.03 0.03 -0.097
Br 5.90549 0.67814 -1.33135 0.12 0.02 -0.02 -0.184
C 6.19884 -1.20496 -0.88726 -0.26 0.10 0.30 -0.635
C 5.31449 -1.47077 0.31305 0.21 -0.09 -0.75 0.462
Br 5.26479 -3.35157 0.81073 0.20 0.02 0.04 -0.160
H 7.25249 -1.30836 -0.65960 0.08 -0.11 -0.13 0.412
H 5.90007 -1.76880 -1.76173 0.10 -0.11 -0.04 0.428
H 4.29449 -1.24773 0.03699 -0.09 0.17 0.27 -0.455
H 5.66359 -0.89038 1.15861 -0.16 -0.56 -0.61 -0.090
Br 7.33958 1.40599 4.11016 0.21 0.22 0.00 -0.179
C 5.44100 1.07172 4.03532 -0.42 0.05 0.45 -0.577
C 5.14764 0.36042 2.75164 0.82 -0.14 0.07 -0.682
Br 3.27198 0.04057 2.50262 -0.22 -0.01 0.30 0.033
H 4.87968 1.99817 4.12712 0.26 0.16 -0.10 0.328
H 5.23085 0.47050 4.91385 -0.14 -0.15 -0.08 0.413
H 5.66231 -0.60037 2.73291 -0.26 0.06 0.53 0.511
H 5.53613 0.90807 1.89526 -0.32 0.30 0.02 0.366
Br 2.08769 -0.93005 -1.41788 0.00 0.42 -0.49 -0.143
C 1.35611 0.44122 -0.24406 0.04 -0.49 0.95 -0.005
C -0.00150 0.93346 -0.68128 0.72 -0.73 -0.14 0.270
Br -0.69415 1.99767 0.75481 -0.46 0.36 0.07 -0.080
H 2.09047 1.19718 0.01898 0.08 0.06 -0.62 0.409
H 1.23638 -0.14124 0.66970 -0.22 0.17 0.01 -0.548
H -0.59059 0.02506 -0.80866 -0.51 0.37 -0.11 -0.164
H 0.00213 1.54289 -1.57154 0.01 -0.03 -0.12 0.258
```
Forces are in eV/Å.

F_max: 1.2 eV/Å
structure (SMILES): O=[N+]([O-])c1ccccc1.O=[N+]([O-])c1ccccc1.BrCCBr.BrCCBr.BrCCBr.BrCCBr.BrCCBr.BrCCBr
orbital gap: 9.3 eV
relative energy (zero: lowest compared OMol25 entry of this formula, charge and spin): 19.0 kcal per mole
electronic energy: -877114.816 eV



Entry 2:
ORCA calculation (ωB97M-V with the def2-TZVPD basis set) on C24H34I2N5O3Pt as an isolated structure.

Geometry as XYZ:
```
69
Properties=species:S:1:pos:R:3:forces:R:3:mulliken_charge:R:1
Pt 0.12823 0.42803 0.07076 -3.23 -1.12 -2.09 2.854
I 5.63359 4.51361 3.46404 -1.26 -1.08 -0.31 0.443
C 4.04016 3.19405 3.07376 1.62 0.64 0.71 -0.407
C 4.00210 1.92405 3.65347 -0.12 -0.67 0.25 -0.221
C 2.95848 1.07605 3.36613 1.35 -1.69 1.28 -0.402
I 2.84062 -0.82786 4.23921 0.23 1.02 -0.31 0.272
C 1.88910 1.43657 2.46643 -1.34 -1.44 -0.47 0.555
O 0.99912 0.60560 2.14956 1.29 2.02 0.95 -0.833
C 1.90097 2.80309 1.99825 0.02 1.68 -0.31 0.325
C 0.64224 3.33650 1.36391 0.13 0.56 0.09 -0.758
N 0.32901 2.75217 0.05438 0.75 -0.28 0.30 -0.493
C -0.94010 3.24240 -0.49552 -0.37 0.17 -0.14 -1.097
C -2.11727 2.57607 0.17664 -0.07 0.37 -0.15 0.810
C -3.36893 3.17635 0.26242 0.29 -0.18 0.05 -1.031
C -4.39703 2.50893 0.91065 0.14 -0.12 0.02 -0.396
C -4.13664 1.27370 1.48726 0.26 0.10 -0.09 -0.906
C -2.87352 0.72727 1.33820 -0.40 -0.41 0.37 -0.315
N -1.90591 1.35806 0.68161 2.00 -0.94 -0.90 0.076
C 2.96342 3.62519 2.27115 -1.56 -0.13 -0.98 -0.438
H 4.78487 1.60926 4.32772 0.04 -0.02 0.03 0.439
H -0.18666 3.12461 2.04930 0.03 0.02 -0.13 0.389
H 0.73925 4.42620 1.27282 -0.10 -0.09 0.11 0.637
H 1.08379 2.98067 -0.59040 -0.16 -0.03 0.02 0.034
H -1.02492 4.33197 -0.38477 0.00 -0.14 -0.07 0.588
H -0.97049 3.01343 -1.56661 0.10 0.02 0.11 0.407
H -3.53596 4.14857 -0.17453 0.06 0.12 -0.02 0.533
H -5.37919 2.95084 0.98112 -0.07 0.06 0.01 0.467
H -4.88951 0.74249 2.04570 -0.07 -0.09 0.03 0.481
H -2.62771 -0.23039 1.77540 0.00 -0.05 -0.12 0.518
H 2.97070 4.63873 1.89346 -0.09 0.06 0.01 0.490
C 1.99624 -2.51126 0.85177 -0.10 -0.36 0.16 -0.904
O 2.03016 -1.25820 0.18548 -0.03 0.95 -0.18 -0.063
C 2.79491 -1.32735 -1.01100 0.23 0.31 -0.50 -0.606
C 3.10960 0.07708 -1.50275 0.01 -0.45 0.09 -0.722
O 1.90399 0.75071 -1.85061 0.11 -0.30 0.35 -0.069
C 2.14862 1.91346 -2.63356 0.03 0.01 -0.10 -1.052
H 3.01498 -2.83203 1.09173 -0.05 0.08 -0.02 0.329
H 1.52931 -3.27662 0.22478 -0.05 0.06 0.05 0.298
H 1.43911 -2.38392 1.77723 -0.03 -0.02 -0.06 0.180
H 2.24571 -1.89198 -1.77754 0.04 0.08 0.11 0.110
H 3.74280 -1.84388 -0.81325 -0.11 0.06 -0.01 0.562
H 3.76258 0.00217 -2.37941 -0.02 0.00 0.08 0.578
H 3.63393 0.63648 -0.71661 0.03 0.02 -0.06 0.285
H 2.64648 1.63715 -3.56649 -0.04 0.06 0.02 0.301
H 2.78768 2.62626 -2.10094 -0.01 0.02 0.02 0.356
H 1.18566 2.36349 -2.86872 0.00 0.01 -0.02 0.290
C -3.08310 -3.81879 0.53668 0.15 0.02 -0.03 -0.756
C -1.86544 -3.36513 1.33114 -0.27 -0.39 0.00 -0.678
N -1.23691 -2.28485 0.59806 0.07 0.12 0.56 0.445
C -1.29211 -2.15484 -0.73694 -0.05 0.40 -0.24 0.570
N -0.74612 -1.05465 -1.26222 0.83 0.53 2.22 -0.530
C -0.70903 -0.88661 -2.68811 0.01 0.77 -0.78 -0.449
C -0.69070 -2.22965 -3.40746 -0.18 0.11 0.31 -0.735
C -1.88750 -3.03376 -2.92798 0.03 0.17 -0.71 -0.777
N -1.90335 -3.09104 -1.48126 0.42 0.68 0.51 0.132
C -2.64043 -4.17917 -0.87232 -0.19 -0.69 0.44 -0.724
H -3.81679 -3.01049 0.48932 -0.03 -0.03 0.06 0.303
H -3.54604 -4.67929 1.01279 -0.04 -0.02 -0.01 0.390
H -1.17138 -4.20138 1.46657 -0.02 0.03 0.01 0.330
H -2.14372 -3.00241 2.32108 -0.02 0.00 -0.04 0.393
H -0.67942 -1.59837 1.10263 -0.24 -0.31 -0.36 -0.333
H 0.17318 -0.28587 -2.93197 -0.18 -0.21 -0.08 -0.124
H -1.59510 -0.31412 -3.00123 0.13 -0.06 -0.09 0.378
H 0.23506 -2.76229 -3.18428 0.04 -0.05 -0.01 0.210
H -0.74499 -2.07413 -4.48178 0.00 0.00 -0.05 0.432
H -1.84469 -4.05380 -3.31483 -0.01 0.02 0.10 0.508
H -2.82199 -2.58342 -3.28565 0.09 -0.08 -0.01 0.319
H -2.00803 -5.07474 -0.85356 -0.09 0.01 -0.02 0.311
H -3.50499 -4.40896 -1.50027 0.09 0.12 0.02 0.488
```
Forces are in eV/Å.

F_max: 4.0 eV/Å
orbital gap (alpha / beta): 3.9 / 3.9 eV
relative energy (zero: lowest compared OMol25 entry of this formula, charge and spin): 76.3 kcal per mole
electronic energy: -58451.855 eV
charge: +3